No. 1
{"formula": "C2HBrFO2", "method": "ωB97M-V with the def2-TZVPD basis set", "symbols": ["C", "C", "O", "O", "F", "Br", "H"], "coordinates": [[-1.89718, 1.38555, -0.21939], [-0.71371, -0.60227, -0.73803], [-2.99729, 0.96248, -0.23857], [-1.03134, 2.14881, -0.08054], [-1.61562, -1.51324, -1.28359], [0.80256, -0.32895, -2.06301], [-0.20292, -1.36497, -0.02305]], "forces_ev_per_angstrom": [[-0.3, -1.7, -0.2], [0.2, -1.1, 1.8], [-0.2, 0.2, 0.0], [0.9, 1.2, 0.1], [-0.5, 0.0, -0.9], [0.1, -0.1, -0.3], [-0.2, 1.6, -0.6]], "homo_lumo_gap_ev": 7.1, "e_above_lowest_ev": 1.063, "fmax_ev_per_a": 2.2, "e_tot_ha": -2901.19564, "total_charge": -1, "multiplicity": 1}


No. 2
{"formula": "C4H3O2S", "method": "ωB97M-V with the def2-TZVPD basis set", "symbols": ["O", "C", "O", "C", "C", "C", "S", "H", "H", "H"], "coordinates": [[2.36699, 0.50612, -0.85237], [1.53937, 0.58461, 0.01682], [1.44115, 0.92387, 1.16620], [-0.07949, 0.11391, -0.66478], [-1.13228, 0.18687, 0.42194], [-0.54353, -1.06666, -0.08697], [-0.52016, -2.68182, 0.10215], [-0.11898, 0.44003, -1.68538], [-2.17537, 0.40280, 0.21400], [-0.77769, 0.59027, 1.36840]], "forces_ev_per_angstrom": [[1.0, -0.1, -0.8], [-1.6, -0.3, -0.7], [0.1, 0.3, 1.1], [1.0, 0.4, 0.7], [-0.2, 0.1, 0.0], [-0.1, -0.2, 0.3], [-0.1, 0.0, -0.2], [-0.1, 0.0, -0.3], [-0.1, -0.2, -0.1], [0.2, 0.0, -0.1]], "homo_lumo_gap_ev": 7.6, "e_above_lowest_ev": 0.442, "fmax_ev_per_a": 1.8, "e_tot_ha": -702.89438, "smiles": "O=C([O-])[C@@H]1CC1=S", "total_charge": -1, "multiplicity": 1}


No. 3
{"formula": "HN2O2", "method": "ωB97M-V with the def2-TZVPD basis set", "symbols": ["N", "N", "O", "O", "H"], "coordinates": [[1.44076, -0.32479, -1.45421], [0.35757, -0.29020, -1.14046], [-0.75113, -0.52015, -0.82509], [-0.31010, 0.79679, 2.09449], [-0.73710, 0.33835, 1.32527]], "forces_ev_per_angstrom": [[-1.2, 0.9, 0.3], [1.6, -1.6, -0.2], [-0.5, 0.7, -0.1], [-0.4, -0.6, -1.2], [0.5, 0.6, 1.2]], "homo_lumo_gap_ev": 6.1, "e_above_lowest_ev": 0.625, "fmax_ev_per_a": 2.3, "e_tot_ha": -260.50351, "total_charge": -1, "multiplicity": 1}


Q: What is the formula in the second record?
A: C4H3O2S